Arrangement w

Entry from the OMol25 dataset: a structure of composition C31H41N2O4PSr (the ωB97M-V functional and the def2-TZVPD basis).

Each line ends with the Mulliken charge.
CARTESIAN COORDINATES (ANGSTROEM)
Sr  -0.3064  -1.0785  -0.0984  1.973
C  -1.5525  -0.0419  2.7199  -0.446
C  -1.1084  -1.4494  3.1258  -1.219
O  -0.4521  -2.0278  2.0021  0.060
C  -0.2711  -3.4353  2.0923  -0.777
C  0.4273  -3.9067  0.8201  -0.710
O  -0.1042  -3.3160  -0.3657  -0.555
C  -1.2936  -3.8857  -0.9221  -0.741
C  -2.5606  -3.2165  -0.4070  -0.559
O  -2.4236  -1.8194  -0.6494  -0.271
C  -3.5138  -0.9996  -0.2191  -0.482
C  -3.3670  -0.6220  1.2468  -0.853
O  -2.0716  -0.0397  1.3944  0.217
H  -0.6934  0.6324  2.6945  0.135
H  -2.2794  0.3359  3.4416  0.450
H  -1.9632  -2.0718  3.4091  0.453
H  -0.4382  -1.3921  3.9876  0.391
H  -1.2410  -3.9278  2.2218  0.469
H  0.3493  -3.6967  2.9553  0.470
H  0.3930  -4.9965  0.7704  0.515
H  1.4703  -3.5905  0.8503  0.165
H  -1.3396  -4.9614  -0.7451  0.499
H  -1.2273  -3.7130  -1.9973  0.352
H  -2.7135  -3.4191  0.6576  0.223
H  -3.4147  -3.6209  -0.9573  0.547
H  -4.4726  -1.4907  -0.3953  0.539
H  -3.4630  -0.0929  -0.8237  -0.043
H  -3.4716  -1.5057  1.8838  0.396
H  -4.1457  0.0936  1.5221  0.465
N  1.8765  -0.2754  -1.7555  0.076
C  1.7794  0.7510  -2.7727  0.058
C  2.7939  0.9028  -3.7104  -0.567
C  2.7270  1.9057  -4.6620  -0.714
C  1.6458  2.7744  -4.6760  -0.789
C  0.6250  2.6186  -3.7553  -0.777
C  0.6725  1.6039  -2.7984  -0.091
P  -0.7179  1.2794  -1.6545  1.516
C  -2.1648  1.9336  -2.5472  0.450
C  -2.9550  1.0379  -3.2656  -0.561
C  -4.0273  1.4963  -4.0169  -0.772
C  -4.3221  2.8506  -4.0477  -0.599
C  -3.5423  3.7497  -3.3325  -0.727
C  -2.4654  3.2971  -2.5866  -0.574
C  -0.4522  2.4428  -0.2693  0.856
C  0.8500  2.7775  0.1056  -0.517
C  1.0805  3.5330  1.2466  -0.853
C  0.0133  3.9614  2.0223  -0.601
C  -1.2848  3.6254  1.6606  -0.858
C  -1.5188  2.8571  0.5303  -0.398
H  2.4453  -1.0317  -2.1231  0.287
H  2.3973  0.1002  -0.9685  0.153
H  3.6469  0.2336  -3.6923  0.432
H  3.5223  2.0110  -5.3875  0.415
H  1.5929  3.5646  -5.4126  0.463
H  -0.2283  3.2797  -3.7979  0.411
H  -2.7161  -0.0208  -3.2473  0.426
H  -4.6308  0.7994  -4.5837  0.454
H  -5.1579  3.2096  -4.6334  0.419
H  -3.7685  4.8077  -3.3607  0.443
H  -1.8572  4.0029  -2.0363  0.521
H  1.6790  2.4835  -0.5287  0.396
H  2.0917  3.8034  1.5228  0.514
H  0.1907  4.5710  2.8985  0.435
H  -2.1180  3.9732  2.2581  0.477
H  -2.5335  2.5931  0.2597  0.507
C  4.1305  -2.8363  2.8892  -1.563
C  3.9895  -1.3124  2.7355  2.151
C  3.6861  -0.6616  4.0968  -1.571
C  5.2659  -0.7124  2.1236  -1.647
C  2.8666  -1.0414  1.8444  -0.847
N  1.9830  -0.8261  1.1393  -0.007
H  4.9576  -3.0448  3.5663  0.452
H  4.3443  -3.3143  1.9326  0.387
H  3.2261  -3.2759  3.3135  0.294
H  4.5231  -0.8468  4.7687  0.435
H  2.7869  -1.0865  4.5448  0.337
H  3.5551  0.4159  3.9983  0.404
H  6.0970  -0.8899  2.8049  0.421
H  5.1652  0.3630  1.9785  0.399
H  5.5020  -1.1777  1.1666  0.377

Properties
E_LUMO: -4.37 eV
2S+1: 1
HOMO level: -13.289 eV
total charge: +2



Arrangement x

Entry from the OMol25 dataset: a structure of composition C31H41N2O4PSr (the ωB97M-V functional and the def2-TZVPD basis).

Each line ends with the Mulliken charge.
CARTESIAN COORDINATES (ANGSTROEM)
Sr  -0.3951  -0.9830  0.2674  2.065
C  -0.8699  -4.0861  -0.1940  -0.829
C  -1.4324  -4.0035  1.2194  -0.700
O  -0.9881  -2.7693  1.8151  -0.127
C  -1.6229  -2.4382  3.0647  -0.698
C  -1.2789  -0.9979  3.4137  -0.552
O  -1.4315  -0.0983  2.2968  -0.174
C  -2.7465  0.4340  2.0212  -0.476
C  -3.5873  -0.4772  1.1360  -0.837
O  -2.7680  -0.9329  0.0426  0.202
C  -3.3365  -2.0022  -0.7397  -0.627
C  -2.2534  -2.5857  -1.6399  -0.884
O  -1.0128  -2.8510  -0.9348  -0.391
H  -1.3338  -4.9136  -0.7305  0.482
H  0.2012  -4.2725  -0.1472  0.376
H  -1.0689  -4.8619  1.7853  0.508
H  -2.5218  -4.0365  1.2244  0.356
H  -1.2703  -3.0937  3.8610  0.531
H  -2.7002  -2.5796  2.9684  0.322
H  -0.2309  -0.9298  3.6992  0.021
H  -1.8884  -0.6728  4.2559  0.508
H  -2.5743  1.3809  1.5174  0.052
H  -3.2863  0.6286  2.9465  0.480
H  -4.4469  0.0848  0.7641  0.536
H  -3.9619  -1.3409  1.6858  0.303
H  -4.1550  -1.6346  -1.3608  0.493
H  -3.7435  -2.7610  -0.0680  0.410
H  -1.9912  -1.8749  -2.4193  0.235
H  -2.6259  -3.4923  -2.1142  0.535
N  1.7802  -0.9270  -1.4612  0.158
C  1.7678  -0.2043  -2.7332  0.253
C  2.6814  -0.5517  -3.7208  -0.654
C  2.7042  0.1274  -4.9287  -0.687
C  1.8165  1.1740  -5.1477  -0.818
C  0.9033  1.5192  -4.1632  -0.847
C  0.8566  0.8364  -2.9444  -0.018
P  -0.4432  1.1726  -1.6908  1.724
C  -1.7516  2.0573  -2.5855  -0.027
C  -2.8231  1.3113  -3.0710  -0.369
C  -3.8372  1.9152  -3.8041  -0.768
C  -3.7961  3.2819  -4.0397  -0.565
C  -2.7411  4.0418  -3.5412  -0.730
C  -1.7240  3.4325  -2.8185  -0.231
C  0.2926  2.3966  -0.5491  0.639
C  1.6694  2.4270  -0.3185  -0.459
C  2.2052  3.2591  0.6601  -0.839
C  1.3720  4.0728  1.4144  -0.681
C  -0.0011  4.0612  1.1846  -1.023
C  -0.5387  3.2233  0.2164  -0.485
H  2.1697  -1.8479  -1.6258  0.323
H  2.4294  -0.4694  -0.8262  0.134
H  3.3854  -1.3587  -3.5384  0.422
H  3.4190  -0.1564  -5.6941  0.420
H  1.8279  1.7148  -6.0874  0.460
H  0.1994  2.3195  -4.3587  0.425
H  -2.8646  0.2429  -2.8827  0.152
H  -4.6597  1.3225  -4.1876  0.442
H  -4.5883  3.7589  -4.6064  0.417
H  -2.7115  5.1102  -3.7178  0.447
H  -0.9078  4.0353  -2.4311  0.504
H  2.3362  1.8383  -0.9398  0.484
H  3.2780  3.2901  0.8130  0.554
H  1.7916  4.7358  2.1636  0.439
H  -0.6508  4.7221  1.7478  0.467
H  -1.6068  3.2483  0.0216  0.638
C  4.4647  0.4709  3.0891  -1.552
C  3.7306  -0.8713  3.2482  2.253
C  4.6536  -2.0466  2.9000  -1.626
C  3.1725  -1.0145  4.6733  -1.625
C  2.5788  -0.8820  2.3014  -0.769
N  1.6773  -0.8744  1.5853  -0.654
H  5.2875  0.4994  3.8052  0.444
H  3.8025  1.3148  3.2903  0.352
H  4.8801  0.5789  2.0855  0.388
H  5.4969  -2.0360  3.5919  0.417
H  5.0440  -1.9600  1.8844  0.396
H  4.1387  -3.0036  3.0022  0.383
H  4.0085  -1.0031  5.3740  0.450
H  2.6377  -1.9587  4.7987  0.363
H  2.5077  -0.1857  4.9262  0.362

Properties
E_LUMO: -4.36 eV
2S+1: 1
HOMO level: -13.230 eV
total charge: +2



Among the structures above, stability is smallest for arrangement w.